No. 1
DFT (ωB97M-V with the def2-TZVPD basis set) results for one molecule with the formula C3H6N2S2 in a non-equilibrium geometry.

Geometry as XYZ:
```
13
Properties=species:S:1:pos:R:3:forces:R:3:mulliken_charge:R:1
C 2.273 0.117 -0.247 -0.83 1.33 0.74 -0.876
N 1.253 -0.865 0.117 2.13 -0.86 -1.12 -0.248
N -0.030 -0.532 0.090 -1.67 0.60 0.23 -0.341
C -0.416 0.682 0.106 0.29 -0.66 -0.32 -0.016
S -2.090 1.152 0.006 -0.43 -0.08 0.24 -0.013
C -3.013 -0.236 0.479 -1.72 0.35 -1.83 -0.233
S -4.475 -0.448 -0.267 1.05 0.08 0.93 -0.207
H 2.034 0.685 -1.152 -0.33 0.00 -0.12 0.338
H 2.299 0.854 0.586 0.42 -0.37 -0.53 0.320
H 3.250 -0.296 -0.443 0.14 -0.56 0.45 0.312
H 1.382 -1.720 -0.425 -0.23 0.12 0.55 0.273
H 0.205 1.543 -0.056 0.52 0.33 0.27 0.338
H -2.674 -0.936 1.205 0.64 -0.29 0.52 0.351
```
Forces are in eV/Å.

Summary:
Highest occupied orbital energy (eV): -8.238
Kohn-Sham gap (Eh): 0.28722
Energy relative to the best compared isomer or geometry (same formula, charge and spin) (kJ/mol): 240.62
SMILES: CN/N=C/SC=S



No. 2
DFT (ωB97M-V with the def2-TZVPD basis set) results for C20H22CoN7O2P as an isolated structure in a non-equilibrium geometry.

Geometry as XYZ:
```
53
Properties=species:S:1:pos:R:3:forces:R:3:lowdin_spin:R:1
Co -0.932 -0.277 -1.142 0.55 0.12 -1.33 1.185
C 0.134 -3.613 -3.059 -0.08 -0.15 0.07 0.084
C 0.359 -4.584 -2.066 0.03 0.14 -0.17 0.024
C 0.188 -4.259 -0.751 -0.14 0.09 0.07 0.068
C -0.257 -2.962 -0.385 0.00 0.42 -0.73 0.035
N -0.453 -2.025 -1.373 0.58 -1.73 0.23 0.073
C -0.268 -2.366 -2.660 0.01 0.10 -0.14 0.021
N -0.461 -2.672 0.884 0.22 -0.92 0.62 0.205
C -0.913 -1.533 1.358 -0.28 0.43 0.10 0.158
N -1.212 -0.418 0.592 0.01 -0.10 0.87 0.279
C -1.532 0.637 1.430 -0.10 -0.49 0.13 0.160
N -1.783 1.866 1.024 -0.16 0.86 0.62 0.213
C -1.915 2.247 -0.239 0.17 -0.16 -0.70 0.025
C -2.351 3.562 -0.538 -0.03 -0.18 0.11 0.074
C -2.539 3.946 -1.836 0.10 -0.10 -0.27 0.018
C -2.240 3.054 -2.878 -0.23 0.12 0.11 0.086
C -1.788 1.805 -2.541 0.02 -0.08 -0.14 0.024
N -1.629 1.397 -1.274 -0.57 1.76 0.31 0.064
C -1.523 0.159 2.775 0.20 -0.68 -0.07 0.031
C -1.835 0.760 3.992 0.11 -0.05 0.18 0.025
C -1.720 -0.006 5.136 -0.07 0.36 -0.20 0.019
C -1.328 -1.350 5.086 0.12 -0.30 -0.16 0.023
C -1.043 -1.971 3.887 0.05 0.10 0.12 0.021
C -1.136 -1.208 2.727 -0.16 0.63 -0.04 0.031
H 0.230 -3.850 -4.104 0.03 0.02 -0.15 0.004
H 0.650 -5.582 -2.354 0.08 -0.14 0.02 -0.001
H 0.339 -4.975 0.038 0.00 -0.08 0.15 0.002
H -0.463 -1.581 -3.388 0.07 -0.05 -0.06 -0.001
H -2.576 4.218 0.287 -0.03 0.03 0.13 0.002
H -2.923 4.927 -2.069 0.00 0.13 0.02 -0.001
H -2.395 3.325 -3.909 0.05 -0.01 -0.10 0.004
H -1.529 1.075 -3.306 0.00 0.09 -0.06 -0.001
H -2.154 1.789 4.023 -0.05 0.14 0.09 0.001
H -1.936 0.436 6.096 -0.07 0.06 0.09 0.000
H -1.250 -1.904 6.008 -0.02 -0.07 0.06 0.001
H -0.749 -3.007 3.829 0.01 -0.13 0.09 0.001
N 3.248 -1.514 -1.207 -0.19 -0.53 0.05 0.000
C 3.585 -0.074 -1.257 -0.45 1.15 0.19 0.001
P 1.969 0.748 -0.752 0.68 0.36 -0.30 0.003
O 1.661 0.325 0.642 0.26 -0.09 0.39 0.004
O 1.009 0.389 -1.849 -0.34 -0.12 -0.24 0.033
C 2.276 2.604 -0.570 0.12 -0.76 -0.78 0.000
N 1.702 2.909 0.756 -0.29 -0.07 0.76 0.001
H 3.053 -1.770 -0.226 0.02 -0.14 -0.26 0.000
H 3.988 -2.127 -1.584 -0.32 0.20 0.16 0.000
H 2.368 -1.655 -1.738 0.27 -0.22 0.06 0.000
H 3.885 0.213 -2.261 -0.04 -0.14 -0.09 0.000
H 4.390 0.146 -0.559 -0.02 -0.12 0.03 0.000
H 1.813 3.184 -1.368 -0.02 -0.02 0.13 0.000
H 3.348 2.799 -0.568 -0.04 0.08 0.08 0.000
H 1.672 1.952 1.230 -0.07 0.42 0.12 0.000
H 0.726 3.224 0.706 0.14 0.00 0.01 0.001
H 2.239 3.589 1.307 -0.15 -0.18 -0.18 0.000
```
Forces are in eV/Å.

Summary:
Highest occupied orbital energy (spin up / spin down) (eV): -10.904 / -13.262
Net charge: +2
Expectation value of S²: 3.803
Kohn-Sham gap (spin up / spin down) (Eh): 0.18990 / 0.16702
Multiplicity: 4